(1)
DFT (wB97M-V/def2-TZVPD) results for a 5-piece molecular cluster, C20H49FN4O6 overall at a distorted geometry.

```
80
Properties=species:S:1:pos:R:3
O 1.21 0.00 -4.91
C 0.18 0.03 -5.42
O -0.43 -1.00 -6.07
C -1.75 -1.05 -5.50
C -1.98 0.32 -4.79
C -0.86 1.12 -5.47
F -1.27 1.31 -6.74
H -2.53 -1.30 -6.19
H -1.64 -1.76 -4.70
H -1.73 0.22 -3.75
H -2.89 0.85 -5.02
H -0.63 2.04 -4.96
C 0.89 -2.47 -3.13
O 0.47 -3.44 -2.19
C 1.07 -4.71 -2.33
C 2.45 -4.84 -1.67
C 3.57 -4.18 -2.47
N 2.46 -4.31 -0.31
H 1.10 -2.92 -4.11
H 1.77 -1.93 -2.78
H 0.08 -1.75 -3.25
H 0.39 -5.41 -1.82
H 1.10 -5.01 -3.38
H 2.68 -5.91 -1.61
H 3.56 -3.10 -2.38
H 4.54 -4.52 -2.10
H 3.51 -4.44 -3.53
H 1.78 -4.82 0.25
H 2.08 -3.37 -0.35
C -0.85 -4.24 3.78
O -0.04 -3.93 2.66
C 0.41 -2.58 2.60
C 1.66 -2.30 3.44
C 1.38 -2.17 4.93
N 2.70 -3.31 3.23
H -1.48 -3.40 4.07
H -0.24 -4.56 4.63
H -1.49 -5.08 3.50
H 0.66 -2.41 1.55
H -0.41 -1.89 2.85
H 2.05 -1.33 3.10
H 1.21 -3.14 5.41
H 2.24 -1.72 5.44
H 0.51 -1.54 5.12
H 2.96 -3.31 2.24
H 2.28 -4.22 3.38
C -1.19 5.32 -4.02
O -0.06 4.67 -3.44
C 1.13 4.77 -4.20
C 1.91 6.08 -3.99
C 1.30 7.27 -4.73
N 2.06 6.42 -2.58
H -1.18 5.26 -5.11
H -1.24 6.36 -3.70
H -2.08 4.81 -3.65
H 1.76 3.95 -3.85
H 0.93 4.59 -5.26
H 2.91 5.92 -4.41
H 0.41 7.65 -4.23
H 2.02 8.09 -4.77
H 1.04 7.01 -5.75
H 2.56 5.67 -2.11
H 1.13 6.40 -2.16
C -2.21 -0.99 6.20
O -1.38 0.15 6.34
C -1.78 1.28 5.59
C -2.87 2.14 6.25
C -4.27 1.54 6.15
N -2.57 2.42 7.66
H -2.62 -1.08 5.19
H -3.02 -0.97 6.93
H -1.60 -1.87 6.40
H -0.88 1.90 5.49
H -2.07 0.98 4.57
H -2.89 3.09 5.71
H -4.41 0.71 6.85
H -5.02 2.29 6.39
H -4.47 1.17 5.14
H -1.69 2.92 7.72
H -2.39 1.54 8.12
```

- SMILES = O=C1OCC[C@@H]1F.COC[C@@H](C)N.COC[C@@H](C)N.COC[C@@H](C)N.COC[C@@H](C)N
- M (u) = 460.63
- HOMO-LUMO gap (eV) = 9.575
- energy relative to the best compared isomer or geometry (same formula, charge and spin) (eV) = 1.579
- E_HOMO (eV) = -9.063
- LUMO level (Ha) = 0.0188

(2)
DFT (wB97M-V/def2-TZVPD) results for C20H50AlO8P2 as an isolated structure at a distorted geometry.

```
81
Properties=species:S:1:pos:R:3
C 0.99 -1.05 0.72
C -0.57 -0.90 0.15
C -0.73 0.71 -0.25
C -1.05 1.67 1.05
C -1.27 3.24 0.63
C 0.09 4.15 0.62
Al 1.45 3.66 -0.84
C 3.02 2.57 -0.08
C 2.93 2.26 1.52
H 0.98 -1.05 1.90
H 1.44 -2.06 0.28
H 1.70 -0.18 0.32
H -0.62 -1.48 -0.88
H -1.37 -1.24 0.94
H -1.65 0.87 -0.99
H 0.24 0.99 -0.84
H -0.29 1.51 1.95
H -2.10 1.29 1.48
H -1.98 3.71 1.46
H -1.88 3.28 -0.38
H 0.67 4.21 1.63
H -0.26 5.27 0.38
H 2.06 4.96 -1.57
H 0.71 2.80 -1.96
H 3.04 1.52 -0.65
H 4.00 3.17 -0.29
H 3.23 3.18 2.21
H 1.84 1.96 1.83
H 3.61 1.32 1.79
O 4.93 -2.58 -0.04
P 5.58 -3.86 -0.60
O 7.02 -3.10 -0.91
C 7.74 -2.58 0.20
C 8.48 -3.68 0.94
O 4.86 -3.71 -2.09
C 3.55 -3.15 -2.18
C 3.64 -1.69 -2.55
O 6.31 -5.30 -1.22
C 7.01 -5.32 -2.47
C 8.52 -5.27 -2.27
H 7.08 -2.04 0.88
H 8.47 -1.85 -0.19
H 7.81 -4.51 1.18
H 8.91 -3.29 1.87
H 9.29 -4.08 0.33
H 3.00 -3.31 -1.24
H 3.01 -3.70 -2.96
H 4.39 -1.14 -1.96
H 2.67 -1.19 -2.43
H 3.94 -1.57 -3.60
H 6.69 -4.53 -3.15
H 6.76 -6.27 -2.94
H 8.85 -4.24 -2.08
H 9.04 -5.61 -3.17
H 8.83 -5.88 -1.42
O -5.44 0.22 0.83
P -6.10 1.53 1.32
O -7.64 0.97 1.03
C -8.08 -0.16 1.77
C -8.48 0.23 3.18
O -5.83 2.34 -0.10
C -4.65 2.06 -0.85
C -4.97 1.08 -1.97
O -6.84 2.99 1.88
C -7.84 3.67 1.13
C -9.24 3.38 1.66
H -7.30 -0.93 1.80
H -8.94 -0.58 1.25
H -7.70 0.83 3.67
H -8.67 -0.66 3.79
H -9.39 0.84 3.17
H -3.85 1.69 -0.19
H -4.29 3.00 -1.29
H -5.57 0.23 -1.63
H -4.04 0.70 -2.42
H -5.55 1.57 -2.76
H -7.80 3.46 0.06
H -7.64 4.74 1.25
H -9.60 2.41 1.30
H -9.95 4.14 1.31
H -9.25 3.36 2.75
```

- M (u) = 507.54
- HOMO-LUMO gap (eV) = 3.944
- net charge = -1
- energy relative to the best compared isomer or geometry (same formula, charge and spin) (eV) = 7.546
- E_HOMO (eV) = -4.499
- LUMO level (Ha) = -0.0204

(3)
DFT (wB97M-V/def2-TZVPD) results for C20H50BaNO9 as an isolated structure at a distorted geometry.

```
81
Properties=species:S:1:pos:R:3
Ba -4.34 0.74 2.71
O -1.94 -0.98 -1.13
C -2.32 -0.37 -0.02
O -1.46 0.20 0.67
O -3.52 -0.44 0.29
H -1.01 -0.77 -1.00
C 0.22 1.62 3.43
C -0.96 2.43 3.24
O -2.04 1.71 3.66
H 0.21 1.04 4.35
H 1.13 2.22 3.37
H 0.29 0.82 2.70
H -1.03 2.54 2.16
H -0.91 3.42 3.70
H -2.27 1.93 4.56
C -1.95 5.23 -0.37
C -2.98 4.04 -0.47
O -2.94 3.10 0.63
H -1.95 5.92 -1.21
H -0.92 4.92 -0.17
H -2.38 5.86 0.42
H -2.57 3.50 -1.32
H -3.97 4.42 -0.73
H -2.21 2.49 0.48
C -1.55 -3.17 3.61
C -2.58 -2.38 2.92
O -3.40 -1.56 3.81
H -0.99 -3.86 2.98
H -2.19 -3.85 4.18
H -0.91 -2.57 4.26
H -3.28 -3.04 2.40
H -2.08 -1.77 2.16
H -3.89 -2.19 4.35
C 2.22 -4.24 -1.26
C 1.04 -3.35 -1.62
O 0.03 -4.06 -2.43
H 2.48 -4.80 -2.16
H 2.20 -4.84 -0.35
H 3.11 -3.62 -1.12
H 1.30 -2.44 -2.15
H 0.63 -2.95 -0.70
H -0.16 -3.66 -3.29
C -2.16 -5.13 -0.17
C -3.40 -4.11 -0.42
O -3.23 -3.43 -1.62
H -2.11 -5.34 0.90
H -1.29 -4.50 -0.34
H -2.21 -5.94 -0.90
H -3.73 -3.50 0.42
H -4.20 -4.84 -0.54
H -2.54 -2.79 -1.43
C 2.85 -0.02 0.81
C 3.19 0.95 -0.34
C 3.97 0.25 -1.46
C 3.87 0.90 -2.83
C 2.35 1.03 -3.20
C 1.57 1.88 -2.15
N 1.83 1.39 -0.81
O 1.01 1.90 0.18
C 1.87 3.42 -2.36
C 0.08 1.63 -2.41
C 4.11 2.14 0.03
H 3.68 -0.52 1.31
H 2.24 -0.83 0.39
H 2.29 0.51 1.58
H 5.03 0.16 -1.24
H 3.56 -0.76 -1.47
H 4.53 0.31 -3.47
H 4.33 1.89 -2.74
H 1.98 0.00 -3.22
H 2.32 1.50 -4.19
H 2.86 3.56 -1.93
H 1.87 3.77 -3.39
H 1.17 4.08 -1.83
H -0.25 1.77 -3.44
H -0.31 0.62 -2.37
H -0.67 2.27 -1.93
H 3.63 2.65 0.86
H 4.29 3.03 -0.57
H 5.01 1.73 0.51
H 0.42 1.14 0.26
```

- M (u) = 585.95
- HOMO-LUMO gap (alpha / beta) (eV) = 3.991 / 8.356
- multiplicity = 2
- E_HOMO (alpha / beta) (eV) = -3.891 / -8.134
- LUMO level (alpha / beta) (Ha) = 0.0037 / 0.0082
- expectation value of S² = 0.750

(4)
DFT (wB97M-V/def2-TZVPD) results for C20H50NO2P2PbSi4Te as an isolated structure at a distorted geometry.

```
81
Properties=species:S:1:pos:R:3
Pb -0.27 -1.20 -4.61
P -2.26 0.25 -3.32
C -2.26 1.37 -4.79
C -0.86 1.83 -5.23
N 0.20 0.98 -5.05
C 1.48 1.43 -5.15
C 1.76 2.68 -5.72
C 0.67 3.43 -6.17
C -0.61 3.06 -5.82
C 2.64 0.56 -4.72
P 2.30 -0.88 -3.61
H -1.47 3.69 -6.05
H 2.80 3.01 -5.76
H 0.87 4.31 -6.81
H 3.13 0.17 -5.63
H 3.37 1.19 -4.18
H -2.73 0.90 -5.61
H -2.88 2.23 -4.49
H -1.02 -4.31 -5.87
O -0.44 -3.54 -5.91
H 0.04 -3.57 -6.75
H -0.62 -2.20 0.30
O -0.84 -2.36 -0.86
H -0.08 -3.14 -0.57
C 3.63 -2.02 -4.12
H 4.48 -1.93 -3.44
H 3.25 -3.05 -4.06
H 3.97 -1.84 -5.15
C 2.91 -0.28 -2.00
H 2.22 -0.62 -1.20
H 3.92 -0.70 -1.82
H 2.96 0.82 -2.00
C -2.11 1.38 -1.91
H -3.08 1.87 -1.78
H -1.86 0.85 -0.97
H -1.33 2.12 -2.11
C -3.95 -0.38 -3.17
H -3.96 -1.25 -2.49
H -4.59 0.42 -2.76
H -4.31 -0.70 -4.16
C 3.27 -0.01 3.15
Si 1.74 1.02 3.53
C 1.67 1.47 5.35
C 1.76 2.59 2.50
Si -0.15 -0.26 3.06
Te -0.20 -0.45 0.49
Si -0.05 -2.38 3.99
C 0.27 -2.09 5.83
C -1.72 -3.17 3.67
C 1.33 -3.30 3.10
Si -2.09 0.93 3.62
C -2.18 0.85 5.50
C -1.97 2.70 3.01
C -3.53 0.02 2.84
H 4.15 0.61 3.35
H 3.30 -0.33 2.10
H 3.34 -0.91 3.79
H 2.61 1.99 5.59
H 0.84 2.14 5.58
H 1.60 0.60 6.01
H 1.59 2.40 1.43
H 1.00 3.32 2.84
H 2.75 3.06 2.62
H -0.50 -1.46 6.30
H 0.28 -3.07 6.34
H 1.25 -1.61 6.00
H -1.96 -3.16 2.59
H -1.69 -4.22 4.00
H -2.53 -2.67 4.21
H 1.20 -3.25 2.01
H 2.32 -2.88 3.35
H 1.32 -4.35 3.42
H -1.34 1.37 5.98
H -3.11 1.35 5.79
H -2.21 -0.18 5.88
H -1.78 2.75 1.93
H -2.93 3.19 3.21
H -1.18 3.27 3.51
H -3.39 -0.16 1.77
H -3.73 -0.94 3.32
H -4.42 0.65 2.97
```

- M (u) = 845.72
- HOMO-LUMO gap (alpha / beta) (eV) = 4.797 / 6.016
- net charge = +3
- energy relative to the best compared isomer or geometry (same formula, charge and spin) (eV) = 0.193
- E_HOMO (alpha / beta) (eV) = -15.697 / -15.965
- LUMO level (alpha / beta) (Ha) = -0.4006 / -0.3656

(5)
DFT (wB97M-V/def2-TZVPD) results for C20H51KN3NbOSi4 as an isolated structure at a distorted geometry.

```
81
Properties=species:S:1:pos:R:3
N 1.79 0.51 0.44
C 2.60 1.21 1.02
O 3.35 1.90 1.63
K 2.65 -1.93 -0.66
Nb -0.16 -0.06 0.13
N -0.15 -0.21 -1.85
N -0.96 1.68 0.66
C 0.39 0.30 -3.12
C -0.56 3.06 0.93
C 0.18 -0.74 -4.24
C -0.37 1.57 -3.52
C 1.88 0.59 -2.97
C 0.05 3.12 2.33
C -1.77 4.00 0.90
C 0.44 3.53 -0.11
H 0.65 -1.70 -3.98
H 0.65 -0.37 -5.16
H -0.88 -0.91 -4.45
H -1.43 1.35 -3.73
H 0.08 1.99 -4.43
H -0.32 2.33 -2.73
H 2.11 1.16 -2.05
H 2.21 1.19 -3.83
H 2.48 -0.33 -2.98
H -0.68 2.78 3.07
H 0.33 4.16 2.54
H 0.95 2.50 2.40
H -2.45 3.79 1.72
H -2.29 3.92 -0.06
H -1.40 5.03 1.01
H 0.70 4.58 0.11
H 0.00 3.48 -1.12
H 1.37 2.96 -0.10
C -1.55 -0.73 -1.90
H -2.02 -0.71 -0.88
H -2.19 -0.11 -2.55
H -1.58 -1.77 -2.25
C -2.30 1.26 1.14
H -2.41 0.16 1.10
H -2.46 1.58 2.18
H -3.10 1.70 0.51
C 3.03 -2.69 2.49
Si 1.30 -2.32 3.14
C 0.89 -3.58 4.48
C 1.32 -0.64 4.00
Si -0.25 -2.32 1.40
Si -0.01 -4.37 0.28
C 0.32 -5.75 1.51
C -1.64 -4.63 -0.62
C 1.31 -4.57 -1.07
Si -2.27 -2.63 2.57
C -2.47 -4.32 3.38
C -2.37 -1.31 3.92
C -3.74 -2.45 1.40
H 3.60 -3.10 3.34
H 3.56 -1.79 2.15
H 3.07 -3.46 1.70
H 1.71 -3.54 5.21
H -0.04 -3.35 5.02
H 0.82 -4.61 4.11
H 1.81 0.14 3.40
H 0.32 -0.29 4.26
H 1.90 -0.76 4.93
H -0.51 -5.91 2.21
H 0.47 -6.67 0.93
H 1.23 -5.58 2.11
H -1.95 -3.74 -1.19
H -1.50 -5.46 -1.33
H -2.46 -4.90 0.06
H 1.26 -3.82 -1.87
H 2.34 -4.67 -0.67
H 1.09 -5.53 -1.57
H -1.71 -4.53 4.15
H -3.45 -4.32 3.87
H -2.47 -5.15 2.65
H -2.28 -0.29 3.53
H -3.36 -1.41 4.38
H -1.61 -1.45 4.70
H -3.81 -1.45 0.94
H -3.73 -3.19 0.58
H -4.65 -2.61 2.00
```

- M (u) = 594.00
- HOMO-LUMO gap (alpha / beta) (eV) = 6.709 / 6.708
- net charge = +2
- E_HOMO (alpha / beta) (eV) = -14.351 / -14.351
- LUMO level (alpha / beta) (Ha) = -0.2809 / -0.2809

(6)
DFT (wB97M-V/def2-TZVPD) results for a 3-piece molecular cluster, C20H52N6O6P2S overall at a distorted geometry.

```
87
Properties=species:S:1:pos:R:3
C 4.04 0.27 -1.07
C 4.34 -0.06 -2.54
C 3.45 -1.12 -3.23
C 2.05 -1.39 -2.68
C 2.05 -2.27 -1.40
C 1.10 -0.17 -2.60
O 1.64 1.16 -2.69
S 0.82 2.17 -1.74
O 1.54 2.31 -0.52
O 0.55 3.33 -2.49
O -0.46 1.24 -1.50
C -0.02 -0.15 -1.55
C -1.28 -0.88 -2.10
H 4.55 -0.45 -0.42
H 2.99 0.26 -0.79
H 4.43 1.27 -0.85
H 4.28 0.86 -3.12
H 5.38 -0.38 -2.62
H 3.98 -2.08 -3.21
H 3.35 -0.89 -4.30
H 1.57 -2.05 -3.41
H 1.05 -2.53 -1.07
H 2.52 -3.21 -1.71
H 2.67 -1.87 -0.60
H 0.51 -0.24 -3.52
H 0.17 -0.60 -0.58
H -1.71 -1.55 -1.35
H -1.06 -1.43 -3.02
H -2.06 -0.17 -2.34
C 6.85 0.92 3.19
N 5.47 0.97 3.64
C 4.76 2.03 2.93
P 4.53 -0.48 3.70
O 4.57 -0.85 2.23
N 5.36 -1.83 4.33
C 6.61 -1.77 5.04
C 5.25 -3.07 3.58
N 3.95 -0.11 5.34
C 2.51 -0.37 5.49
C 4.30 1.09 6.09
H 7.27 1.93 3.19
H 6.96 0.50 2.19
H 7.47 0.35 3.88
H 3.72 2.11 3.29
H 4.73 1.86 1.85
H 5.23 3.00 3.13
H 7.47 -1.76 4.35
H 6.73 -2.65 5.69
H 6.67 -0.90 5.70
H 5.95 -3.11 2.73
H 4.24 -3.20 3.19
H 5.45 -3.93 4.23
H 1.90 0.39 4.97
H 2.22 -0.39 6.54
H 2.26 -1.35 5.06
H 3.86 2.01 5.68
H 5.38 1.22 6.15
H 3.95 0.98 7.11
C -4.96 1.53 -1.05
N -5.88 1.68 -2.17
C -5.33 2.63 -3.12
P -6.49 0.27 -2.96
O -5.15 -0.33 -3.35
N -6.97 -0.99 -1.90
C -7.15 -0.84 -0.47
C -6.50 -2.33 -2.22
N -8.18 0.86 -2.84
C -8.92 0.65 -4.10
C -8.57 2.13 -2.25
H -4.64 2.51 -0.69
H -4.07 0.95 -1.30
H -5.45 1.06 -0.19
H -6.02 2.78 -3.96
H -4.37 2.29 -3.54
H -5.18 3.60 -2.65
H -6.20 -0.95 0.07
H -7.83 -1.61 -0.09
H -7.60 0.11 -0.21
H -5.47 -2.50 -1.88
H -6.53 -2.50 -3.29
H -7.16 -3.07 -1.76
H -8.60 1.36 -4.88
H -9.99 0.77 -3.94
H -8.75 -0.36 -4.47
H -8.26 3.00 -2.84
H -8.17 2.24 -1.24
H -9.66 2.15 -2.16
```

- SMILES = CCC[C@@H](C)[C@@H]1OS(=O)(=O)O[C@H]1C.CN(C)P(=O)(N(C)C)N(C)C.CN(C)P(=O)(N(C)C)N(C)C
- M (u) = 566.69
- HOMO-LUMO gap (eV) = 7.884
- energy relative to the best compared isomer or geometry (same formula, charge and spin) (eV) = 2.702
- E_HOMO (eV) = -8.158
- LUMO level (Ha) = -0.0101

What did the third record say?
DFT (wB97M-V/def2-TZVPD) results for C20H50BaNO9 as an isolated structure at a distorted geometry.

```
81
Properties=species:S:1:pos:R:3
Ba -4.34 0.74 2.71
O -1.94 -0.98 -1.13
C -2.32 -0.37 -0.02
O -1.46 0.20 0.67
O -3.52 -0.44 0.29
H -1.01 -0.77 -1.00
C 0.22 1.62 3.43
C -0.96 2.43 3.24
O -2.04 1.71 3.66
H 0.21 1.04 4.35
H 1.13 2.22 3.37
H 0.29 0.82 2.70
H -1.03 2.54 2.16
H -0.91 3.42 3.70
H -2.27 1.93 4.56
C -1.95 5.23 -0.37
C -2.98 4.04 -0.47
O -2.94 3.10 0.63
H -1.95 5.92 -1.21
H -0.92 4.92 -0.17
H -2.38 5.86 0.42
H -2.57 3.50 -1.32
H -3.97 4.42 -0.73
H -2.21 2.49 0.48
C -1.55 -3.17 3.61
C -2.58 -2.38 2.92
O -3.40 -1.56 3.81
H -0.99 -3.86 2.98
H -2.19 -3.85 4.18
H -0.91 -2.57 4.26
H -3.28 -3.04 2.40
H -2.08 -1.77 2.16
H -3.89 -2.19 4.35
C 2.22 -4.24 -1.26
C 1.04 -3.35 -1.62
O 0.03 -4.06 -2.43
H 2.48 -4.80 -2.16
H 2.20 -4.84 -0.35
H 3.11 -3.62 -1.12
H 1.30 -2.44 -2.15
H 0.63 -2.95 -0.70
H -0.16 -3.66 -3.29
C -2.16 -5.13 -0.17
C -3.40 -4.11 -0.42
O -3.23 -3.43 -1.62
H -2.11 -5.34 0.90
H -1.29 -4.50 -0.34
H -2.21 -5.94 -0.90
H -3.73 -3.50 0.42
H -4.20 -4.84 -0.54
H -2.54 -2.79 -1.43
C 2.85 -0.02 0.81
C 3.19 0.95 -0.34
C 3.97 0.25 -1.46
C 3.87 0.90 -2.83
C 2.35 1.03 -3.20
C 1.57 1.88 -2.15
N 1.83 1.39 -0.81
O 1.01 1.90 0.18
C 1.87 3.42 -2.36
C 0.08 1.63 -2.41
C 4.11 2.14 0.03
H 3.68 -0.52 1.31
H 2.24 -0.83 0.39
H 2.29 0.51 1.58
H 5.03 0.16 -1.24
H 3.56 -0.76 -1.47
H 4.53 0.31 -3.47
H 4.33 1.89 -2.74
H 1.98 0.00 -3.22
H 2.32 1.50 -4.19
H 2.86 3.56 -1.93
H 1.87 3.77 -3.39
H 1.17 4.08 -1.83
H -0.25 1.77 -3.44
H -0.31 0.62 -2.37
H -0.67 2.27 -1.93
H 3.63 2.65 0.86
H 4.29 3.03 -0.57
H 5.01 1.73 0.51
H 0.42 1.14 0.26
```

- M (u) = 585.95
- HOMO-LUMO gap (alpha / beta) (eV) = 3.991 / 8.356
- multiplicity = 2
- E_HOMO (alpha / beta) (eV) = -3.891 / -8.134
- LUMO level (alpha / beta) (Ha) = 0.0037 / 0.0082
- expectation value of S² = 0.750